(1)
A 4-piece molecular cluster, C19H32BFN6O2P overall. Source: the Open Molecules 2025 dataset; level of theory: the ωB97M-V functional and the def2-TZVPD basis.

E_HOMO	-11.88	eV
calculated total energy	-1687.60824	hartree
E_LUMO	-0.1560	Ha

The geometry in ORCA input format:
```
! RIJCOSX wB97M-V def2-TZVPD def2/J DEFGRID3
* xyz 1 1
C -1.113 -7.329 -0.074
H -1.846 -7.785 -0.748
H -5.012 1.564 0.359
C -2.492 2.908 1.307
H -1.641 -2.782 5.512
H 0.764 4.384 -4.281
C -1.092 -1.888 5.196
H -0.520 -1.537 6.062
H -1.068 0.317 1.993
C 4.077 -0.508 -2.776
H -0.368 -2.205 4.437
H 0.353 3.402 1.520
H 1.718 2.790 -4.940
C 0.977 3.239 -4.148
H 0.994 -2.632 2.265
P 1.600 -2.224 -0.213
H -2.671 1.740 1.303
C -1.997 -0.847 4.683
C -1.434 3.346 0.107
H 4.584 0.484 -2.413
H -0.088 2.699 -4.168
C 1.442 1.828 -1.625
C 2.434 -0.355 -3.015
C 1.375 -0.345 -0.589
O 3.258 -2.319 0.415
C 0.473 -2.800 1.216
N 1.793 0.375 -1.856
F 2.077 0.160 -4.358
H -1.157 4.001 -1.766
H -5.367 1.057 2.010
H -1.029 -7.981 0.802
N -7.703 3.094 1.191
H -0.600 -2.334 1.210
C -5.819 1.258 1.033
H 1.826 0.315 3.446
C 4.697 -1.131 -4.166
H 4.914 -0.279 -4.940
C -1.499 -5.959 0.303
N 0.772 2.102 -0.296
H 0.512 1.874 3.798
H -2.045 3.185 2.371
H -6.211 0.307 0.657
N -2.713 -0.024 4.278
C 0.874 0.941 3.172
H 3.570 -1.383 0.661
H 0.320 -3.974 1.079
N -1.960 3.742 -1.123
H 5.602 -1.874 -4.000
C 0.074 0.639 1.931
H 4.180 -1.373 -1.959
C -6.872 2.284 1.121
H 2.606 4.148 -1.228
C 0.708 0.770 0.419
H 2.021 -1.474 -2.973
H 3.830 -1.799 -4.640
N -1.803 -4.876 0.601
C 0.223 3.362 0.335
O 2.677 4.142 -2.247
H -3.492 3.491 1.078
H -0.145 -7.350 -0.586
H 0.707 4.343 -0.081
B 1.722 3.074 -2.662
*
```

(2)
A 8-piece molecular cluster, C19H32Br2F3N8O20P overall. Source: the Open Molecules 2025 dataset; level of theory: the ωB97M-V functional and the def2-TZVPD basis.

structure (SMILES)	O=C(ON(CC[C@@](F)(Br)C(F)(F)Br)C(=O)OP(O)O)c1ccccc1.C[N+](=O)[O-].C[N+](=O)[O-].C[N+](=O)[O-].C[N+](=O)[O-].C[N+](=O)[O-].C[N+](=O)[O-].C[N+](=O)[O-]
E_HOMO	-9.71	eV
calculated total energy	-8474.12575	hartree
E_LUMO	-0.0307	Ha

The geometry in ORCA input format:
```
! RIJCOSX wB97M-V def2-TZVPD def2/J DEFGRID3
* xyz 0 1
O -0.839 -8.129 0.299
C 0.633 1.562 0.205
H -1.294 -5.060 1.055
H -2.366 -6.420 1.513
O -2.438 6.434 -1.977
N 1.801 2.898 6.175
O 3.098 -0.758 1.451
C 4.021 0.302 1.836
P 1.753 -3.504 -0.857
H 3.144 1.601 5.197
N 2.353 -0.235 0.427
H -4.804 5.496 -2.469
H 0.517 1.452 -0.923
C -4.524 2.188 -3.470
O -3.705 8.166 -1.640
C 5.904 -3.937 -1.396
H 3.686 1.336 -1.023
O -0.493 -6.307 -0.832
H -10.159 3.823 -4.178
Br -0.370 4.172 -1.425
H -5.147 2.746 -2.775
O 7.560 -3.624 -2.984
H 0.160 -0.626 0.390
H -4.126 6.279 -3.939
C 7.603 1.777 0.443
C -9.304 3.151 -4.137
H 2.034 0.829 6.374
C 2.669 1.691 6.173
C 6.521 1.175 1.362
O -3.228 -6.084 3.600
N -0.849 -6.917 0.163
N -8.240 3.780 -3.311
C -1.504 2.905 -0.357
H -3.470 2.424 -3.333
O 1.971 -4.275 0.679
H -8.892 2.987 -5.133
H -5.392 7.109 -2.982
O 1.757 3.558 5.150
H 6.186 -4.127 -0.361
H 6.801 0.873 2.436
H -4.616 -7.258 5.166
H 5.495 2.344 -2.633
N -2.754 -7.033 4.208
F -1.419 1.375 1.682
H -3.718 -8.775 4.845
O -8.473 4.878 -2.838
C 5.803 2.051 -1.566
C 2.432 -1.026 -0.802
H 0.813 0.091 1.974
H 1.560 2.195 0.470
H -0.695 -6.332 2.165
O -5.321 1.739 -5.598
C -4.535 6.440 -2.943
O -4.769 3.785 -5.120
H 5.001 -4.484 -1.667
O -7.207 3.145 -3.167
H -9.575 2.209 -3.661
H 3.416 1.823 6.955
H -4.696 1.118 -3.366
H -3.178 -7.667 6.154
C -0.651 2.259 0.869
O 7.276 -5.621 -2.180
H 0.083 -2.294 -1.812
O 1.194 3.139 7.205
O -1.616 -7.456 4.096
Br -0.008 3.834 1.937
C 5.064 0.968 0.853
H 8.681 1.948 0.790
O 3.989 0.657 3.047
C -3.639 -7.739 5.170
O 1.971 -0.489 -1.855
N -3.471 7.068 -2.117
H 5.774 -2.870 -1.570
C -1.340 -6.116 1.316
F -1.953 1.879 -1.271
C 0.949 0.087 0.829
N -4.904 2.603 -4.845
O 3.021 -2.319 -0.923
H 2.375 -3.574 1.261
F -2.624 3.656 0.088
C 7.252 2.199 -1.013
O 0.199 -2.802 -0.977
H 8.023 2.652 -1.718
N 7.006 -4.434 -2.260
C 4.754 1.440 -0.603
*
```

(3)
C19H32IN3O2S as an isolated structure. Source: the Open Molecules 2025 dataset; level of theory: the ωB97M-V functional and the def2-TZVPD basis.

E_HOMO	-8.92	eV
calculated total energy	-1753.73889	hartree
E_LUMO	-0.0326	Ha

The geometry in ORCA input format:
```
! RIJCOSX wB97M-V def2-TZVPD def2/J DEFGRID3
* xyz 0 1
S -3.416 0.187 -2.941
H 1.509 -7.407 -3.279
C 2.101 -4.164 -3.581
H 4.373 2.289 1.660
C 3.726 3.410 3.364
C -3.992 -0.267 -0.716
C -6.109 -0.532 0.611
H 1.330 -7.471 -1.514
H 2.762 -5.451 -1.269
C -0.777 2.154 0.566
C -2.389 -0.719 1.569
H 1.878 5.171 0.363
H -1.763 -0.889 2.444
H -0.164 0.808 2.092
H 2.487 -3.610 -4.437
I 0.734 -1.977 1.242
H 1.469 -3.707 -1.548
H 4.507 6.034 1.678
H -6.498 -1.147 1.431
H -1.739 2.166 1.096
H 2.798 -2.718 -2.140
C 0.131 0.982 1.045
C 1.478 -6.807 -2.367
C -4.579 -0.538 0.559
H -0.969 2.113 -0.514
H -7.326 1.105 -0.799
C -3.841 -0.769 1.659
H 3.280 7.105 1.004
C 4.138 3.326 1.904
C -0.281 -0.337 0.291
H 5.052 3.902 1.722
C -6.507 0.944 0.855
H 1.148 -2.431 -2.722
H -0.282 3.105 0.816
C 2.768 -6.021 -2.205
N -4.620 -0.044 -1.879
C 1.864 -3.202 -2.430
H 0.607 -6.153 -2.435
O 3.060 -5.168 -3.298
H 2.840 2.798 3.545
H 1.196 1.211 0.934
H 4.181 5.999 -0.051
N -2.072 0.053 -2.027
C -2.564 -0.216 -0.811
C 3.716 6.108 0.930
O 3.121 3.721 0.999
C -1.813 -0.440 0.386
H -6.174 1.385 1.808
H -6.542 -0.786 -0.366
C 2.645 5.049 1.129
H 3.603 -6.719 -2.136
H 2.142 5.179 2.094
H 1.159 -4.621 -3.908
H 4.533 3.055 4.005
H 0.016 -0.176 -0.751
H -4.289 -0.976 2.630
H 3.485 4.431 3.663
N -7.131 1.675 0.030
*
```

(4)
C19H32IrN3 as an isolated structure. Source: the Open Molecules 2025 dataset; level of theory: the ωB97M-V functional and the def2-TZVPD basis.

⟨S²⟩	8.7826
ΔE to the lowest compared entry with this formula, charge and spin	1.250	eV
E_HOMO (alpha / beta)	-8.86 / -11.58	eV
calculated total energy	-1011.12311	hartree
E_LUMO (alpha / beta)	-0.0816 / -0.1952	Ha

The geometry in ORCA input format:
```
! RIJCOSX wB97M-V def2-TZVPD def2/J DEFGRID3
* xyz 1 6
H 4.261 2.929 -1.975
H 5.743 2.410 -2.790
H -2.404 -4.269 0.561
C -2.637 -1.001 1.550
H 1.891 2.968 -0.674
H 0.938 2.510 1.872
H -4.349 -1.087 3.621
C 4.417 -0.214 -3.402
H 2.678 2.746 -3.811
C -0.137 2.225 -1.386
H 2.378 -2.121 -1.384
C -1.302 1.865 -0.654
H -5.390 -0.836 2.092
H 4.747 -0.675 -2.461
N -2.896 -2.367 1.386
C 0.447 2.291 0.912
C 0.921 -2.152 0.332
H 5.144 1.484 -1.407
C 4.824 2.042 -2.299
H -1.712 -2.934 -0.336
H 0.209 -1.601 2.435
C -3.374 1.414 2.296
C 0.873 -1.421 1.584
C 0.937 2.492 -0.447
H 2.379 1.159 -4.572
C -1.968 -3.271 0.690
H -0.114 2.428 -2.463
H -4.670 -2.370 2.488
H 3.588 -0.807 -3.813
C -4.653 -0.433 2.795
H 2.223 0.221 2.398
H -4.500 -3.527 1.077
H -3.598 -3.853 2.596
C 4.058 1.205 -3.237
N -3.501 -0.064 2.077
H -3.409 1.970 1.341
C 3.160 1.845 -4.214
H -1.575 1.756 1.595
H 5.256 -0.307 -4.115
H -1.016 -3.436 1.224
C 2.636 -0.591 0.287
H -5.142 0.431 3.268
H -1.907 0.290 0.426
H 0.323 -3.027 0.080
C 2.002 -1.655 -0.455
H -2.315 1.644 -1.034
C -4.013 -3.060 1.949
N -1.637 -0.621 0.805
H -2.566 1.620 3.034
H -4.228 1.914 2.826
Ir 0.650 0.289 0.078
H 3.592 -0.121 0.038
C -0.920 1.924 0.760
C 1.924 -0.416 1.559
H 3.736 2.162 -5.102
*
```